{"formula": "C4H6NO", "method": "ωB97M-V with the def2-TZVPD basis set", "e_lumo_ha": [-0.195, -0.297], "spin_multiplicity": 3, "total_charge": 1, "de_lowest_kcal_mol": 54.7, "fmax_ev_per_a": 6.745, "homo_lumo_gap_ev": [4.84, 8.23], "symbols": ["C", "C", "C", "C", "N", "O", "H", "H", "H", "H", "H", "H"], "positions_angstrom": [[2.280, 0.858, 1.105], [-1.835, 0.415, 0.324], [1.614, -0.281, 0.577], [0.327, 0.198, -0.350], [-0.630, 0.669, 0.573], [2.889, 1.766, 1.306], [-2.211, 0.079, -0.607], [-2.607, 0.775, 1.137], [2.327, -0.869, -0.095], [1.204, -1.026, 1.395], [0.774, 0.969, -1.012], [-0.132, -0.664, -0.923]], "lowdin_charge": [-0.06, -0.03, -0.07, -0.16, 0.07, 0.35, 0.09, 0.15, 0.17, 0.19, 0.14, 0.15]}

{"formula": "C39H31ClN6O4SSc", "method": "ωB97M-V with the def2-TZVPD basis set", "e_lumo_ha": 0.077, "total_charge": -1, "de_lowest_kcal_mol": 77.1, "fmax_ev_per_a": 0.454, "homo_lumo_gap_ev": 5.92, "symbols": ["Sc", "C", "C", "C", "C", "C", "C", "C", "C", "N", "C", "O", "C", "C", "C", "C", "C", "N", "C", "O", "N", "C", "C", "C", "C", "C", "C", "C", "C", "H", "H", "H", "H", "H", "H", "H", "H", "H", "H", "H", "H", "H", "H", "H", "H", "H", "H", "H", "H", "H", "Cl", "C", "C", "C", "C", "O", "C", "C", "N", "C", "C", "C", "C", "C", "C", "C", "C", "N", "C", "C", "H", "H", "H", "H", "H", "H", "H", "H", "H", "H", "O", "S", "N"], "positions_angstrom": [[0.158, 0.303, 0.174], [-4.602, 0.196, -0.250], [-3.999, 1.245, -1.140], [-4.746, 1.728, -2.206], [-4.217, 2.647, -3.098], [-2.910, 3.062, -2.932], [-2.128, 2.606, -1.874], [-0.705, 3.093, -1.799], [-2.683, 1.718, -0.942], [-1.923, 1.191, 0.137], [-2.450, 1.339, 1.371], [-3.335, 2.099, 1.757], [-1.859, 0.370, 2.384], [-2.259, 0.251, 3.701], [-1.731, -0.801, 4.442], [-0.863, -1.718, 3.861], [-0.498, -1.514, 2.540], [-0.974, -0.476, 1.874], [0.364, -2.451, 1.715], [0.620, -3.549, 2.206], [0.661, -1.953, 0.495], [1.323, -2.871, -0.377], [2.506, -3.433, -0.079], [3.321, -3.040, 1.114], [3.036, -4.544, -0.882], [2.480, -4.977, -2.009], [1.319, -4.248, -2.581], [0.556, -3.254, -1.639], [-0.858, -3.687, -1.285], [-5.416, -0.314, -0.766], [-3.857, -0.552, 0.033], [-4.991, 0.632, 0.672], [-5.755, 1.357, -2.344], [-4.809, 3.011, -3.929], [-2.465, 3.752, -3.641], [-0.283, 3.167, -2.801], [-0.627, 4.071, -1.319], [-0.068, 2.421, -1.237], [-2.969, 0.959, 4.103], [-2.017, -0.920, 5.480], [-0.473, -2.578, 4.386], [3.097, -2.026, 1.439], [3.120, -3.707, 1.957], [4.387, -3.099, 0.875], [3.912, -5.049, -0.487], [2.895, -5.821, -2.547], [0.603, -4.940, -3.033], [-1.396, -4.000, -2.184], [-0.828, -4.527, -0.587], [-1.413, -2.874, -0.816], [4.143, -3.487, -4.534], [2.999, -2.555, -3.595], [1.608, -3.089, -3.593], [0.622, -2.188, -2.814], [1.104, -0.890, -2.278], [0.181, -0.145, -1.768], [2.457, -0.637, -2.174], [2.980, 0.220, -1.163], [2.285, 0.708, -0.194], [2.934, 1.395, 0.932], [4.363, 1.665, 0.895], [4.869, 2.787, 1.516], [4.090, 3.802, 2.056], [2.690, 3.718, 1.893], [1.776, 4.708, 2.306], [0.430, 4.533, 2.119], [-0.036, 3.364, 1.515], [0.792, 2.408, 1.110], [2.116, 2.586, 1.277], [3.388, -1.466, -2.942], [1.306, -3.317, -4.617], [-0.350, -2.065, -3.291], [4.055, 0.408, -1.179], [5.030, 0.873, 0.581], [5.950, 2.879, 1.576], [4.533, 4.676, 2.513], [2.152, 5.606, 2.783], [-0.284, 5.280, 2.437], [-1.092, 3.221, 1.346], [4.431, -1.171, -2.968], [1.306, 1.477, 3.897], [2.182, 0.382, 3.478], [2.712, 0.290, 2.077]], "lowdin_charge": [1.06, -0.04, -0.20, -0.07, -0.10, -0.07, -0.20, -0.04, -0.17, 0.02, -0.53, 0.04, -0.16, 0.02, -0.03, 0.01, -0.19, 0.06, -0.49, 0.04, 0.06, -0.17, -0.20, -0.04, -0.03, -0.08, -0.17, -0.29, -0.01, 0.07, 0.08, 0.08, 0.10, 0.09, 0.11, 0.09, 0.09, 0.02, 0.12, 0.11, 0.12, 0.04, 0.08, 0.08, 0.11, 0.10, 0.14, 0.08, 0.10, 0.08, 0.65, -0.63, -0.20, -0.08, -0.30, -0.10, -0.14, -0.05, 0.02, -0.45, -0.09, -0.13, -0.10, -0.19, -0.01, -0.05, -0.13, 0.05, -0.19, -0.06, 0.13, 0.16, 0.12, 0.09, 0.10, 0.08, 0.11, 0.10, 0.09, 0.11, -0.51, 0.87, -0.25]}

{"formula": "FeH14O7", "method": "ωB97M-V with the def2-TZVPD basis set", "e_lumo_ha": [-0.232, -0.409], "spin_multiplicity": 7, "total_charge": 2, "de_lowest_kcal_mol": 0.0, "fmax_ev_per_a": 1.281, "homo_lumo_gap_ev": [4.33, 9.01], "symbols": ["Fe", "O", "H", "H", "O", "H", "H", "O", "H", "H", "O", "H", "H", "O", "H", "H", "O", "H", "H", "O", "H", "H"], "positions_angstrom": [[-0.043, 0.029, -0.054], [-0.465, -0.760, 1.771], [-0.248, -1.614, 2.145], [-0.735, -0.231, 2.521], [-1.509, -0.767, -1.227], [-2.178, -1.298, -0.795], [-1.457, -1.122, -2.115], [0.909, 1.405, 1.277], [1.524, 1.115, 1.951], [0.900, 2.359, 1.354], [1.937, -0.233, -0.505], [2.572, 0.483, -0.536], [2.450, -1.018, -0.697], [0.148, 1.444, -1.499], [0.965, 1.781, -1.868], [-0.530, 1.741, -2.107], [0.535, -2.394, -0.166], [0.772, -3.152, 0.369], [0.532, -2.726, -1.064], [-1.722, 1.412, 0.371], [-2.408, 1.373, 1.037], [-1.950, 2.172, -0.164]], "lowdin_charge": [1.13, -0.05, 0.10, 0.09, -0.06, 0.09, 0.09, -0.06, 0.09, 0.10, -0.07, 0.09, 0.09, -0.05, 0.09, 0.10, -0.07, 0.08, 0.06, -0.05, 0.10, 0.09]}

{"formula": "C3H3F2N", "method": "ωB97M-V with the def2-TZVPD basis set", "e_lumo_ha": 0.026, "total_charge": 0, "de_lowest_kcal_mol": 0.0, "smiles": "N#CCC(F)F", "fmax_ev_per_a": 2.000, "homo_lumo_gap_ev": 12.97, "symbols": ["N", "C", "C", "C", "F", "F", "H", "H", "H"], "positions_angstrom": [[-2.071, -1.578, -0.551], [-1.385, -0.688, -0.327], [-0.454, 0.436, -0.098], [0.939, -0.020, 0.260], [1.478, -0.903, -0.620], [1.729, 1.071, 0.297], [-0.867, 1.068, 0.755], [-0.379, 1.068, -0.943], [1.010, -0.454, 1.226]], "lowdin_charge": [0.16, -0.20, -0.09, -0.42, 0.07, 0.07, 0.16, 0.11, 0.15]}

Copy entry 1 word for word.
{"formula": "C4H6NO", "method": "ωB97M-V with the def2-TZVPD basis set", "e_lumo_ha": [-0.195, -0.297], "spin_multiplicity": 3, "total_charge": 1, "de_lowest_kcal_mol": 54.7, "fmax_ev_per_a": 6.745, "homo_lumo_gap_ev": [4.84, 8.23], "symbols": ["C", "C", "C", "C", "N", "O", "H", "H", "H", "H", "H", "H"], "positions_angstrom": [[2.280, 0.858, 1.105], [-1.835, 0.415, 0.324], [1.614, -0.281, 0.577], [0.327, 0.198, -0.350], [-0.630, 0.669, 0.573], [2.889, 1.766, 1.306], [-2.211, 0.079, -0.607], [-2.607, 0.775, 1.137], [2.327, -0.869, -0.095], [1.204, -1.026, 1.395], [0.774, 0.969, -1.012], [-0.132, -0.664, -0.923]], "lowdin_charge": [-0.06, -0.03, -0.07, -0.16, 0.07, 0.35, 0.09, 0.15, 0.17, 0.19, 0.14, 0.15]}